The following is a DFT calculation (wB97M-V/def2-TZVPD) of one molecule with the formula C5H11NO.

## Properties
Gap between HOMO and LUMO: 10.46 eV
Calculated total energy: -8899.6418 eV
Relative energy (zero: lowest compared OMol25 entry of this formula, charge and spin): 2.0555 eV

Cartesian coordinates (Å):
C: 2.0360 0.0478 -1.4340
C: 1.2087 -0.5818 -0.3427
C: 1.2017 -0.0760 1.0489
N: 0.0697 0.1650 0.1644
C: -1.1775 -0.5646 0.4255
C: -2.3363 0.3895 0.1504
O: -2.2113 1.5598 0.9246
H: 1.5681 -0.0910 -2.4148
H: 3.0347 -0.4012 -1.4636
H: 2.1416 1.1224 -1.2579
H: 1.0487 -1.6578 -0.4425
H: 1.7861 0.8041 1.3152
H: 1.0647 -0.7958 1.8555
H: -1.2506 -1.4527 -0.2222
H: -1.2179 -0.8950 1.4738
H: -2.3585 0.6224 -0.9277
H: -3.2900 -0.0771 0.4179
H: -1.3178 1.8820 0.7294

Cartesian forces (eV/Å) of the 3 atoms listed first:
C 0.02 0.02 0.02
C 0.06 -0.12 -0.13
C 0.13 0.05 0.21

***

The following is a DFT calculation (wB97M-V/def2-TZVPD) of a 16-piece molecular cluster, C100H141N14O18 overall.

## Properties
Gap between HOMO and LUMO: 3.63 eV
Multiplicity: 2
Calculated total energy: -163633.1387 eV
Total charge: +6

Cartesian coordinates (Å):
C: -5.6298 -0.0998 5.2612
C: -4.2551 -0.6699 4.8621
C: -4.5379 -1.4153 3.4944
C: -3.3183 -1.7655 2.6142
C: -2.5453 -0.5118 2.2755
C: -1.9987 0.2102 3.5431
N: -3.2074 0.3963 4.5385
O: -3.2051 1.4761 5.4584
C: -1.4665 1.5530 3.0979
C: -0.8749 -0.6414 4.3008
C: -3.7397 -1.6592 5.8993
H: -5.9219 0.7026 4.5838
H: -5.5542 0.4244 6.2139
H: -6.4482 -0.8082 5.3903
H: -5.2243 -0.8154 2.8969
H: -5.1866 -2.2657 3.7040
H: -3.7825 -2.1470 1.7047
H: -2.5822 -2.4962 2.9493
H: -3.1373 0.1185 1.6119
H: -1.6719 -0.7705 1.6768
H: -2.2712 2.2692 2.9319
H: -0.6818 1.4560 2.3476
H: -0.9078 1.9900 3.9256
H: -1.2089 -1.6517 4.5373
H: -0.4543 -0.1727 5.1905
H: 0.0266 -0.7734 3.7024
H: -4.4267 -2.4059 6.2974
H: -3.2855 -1.3251 6.8321
H: -2.9252 -2.2571 5.4904
C: -1.0444 -7.4924 -5.3821
C: 0.4866 -7.6204 -5.3186
C: 0.9396 -6.3214 -5.9994
C: 0.6433 -4.9587 -5.2715
C: 1.3978 -5.0563 -3.8917
C: 0.9722 -6.2681 -2.9281
N: 1.0026 -7.6118 -3.7995
O: 1.2371 -8.8691 -3.2019
C: -0.4489 -6.1323 -2.3406
C: 1.9426 -6.3461 -1.7891
C: 1.0143 -8.8458 -6.0247
H: -1.3718 -8.2127 -4.6324
H: -1.5103 -7.7838 -6.3235
H: -1.6087 -6.5806 -5.1865
H: 0.7108 -6.2701 -7.0639
H: 2.0251 -6.4193 -6.0104
H: -0.4178 -4.7518 -5.1327
H: 0.9952 -4.0927 -5.8322
H: 1.2351 -4.1511 -3.3067
H: 2.4791 -5.0102 -4.0216
H: -0.7625 -7.1201 -2.0030
H: -1.0949 -5.7241 -3.1178
H: -0.5750 -5.5652 -1.4183
H: 1.9577 -5.4118 -1.2280
H: 2.9917 -6.4859 -2.0502
H: 1.6249 -7.1772 -1.1596
H: 0.8326 -8.8575 -7.0994
H: 0.5129 -9.7487 -5.6764
H: 2.0537 -8.9835 -5.7267
C: -6.0852 -0.4569 -1.9185
N: -6.3639 -1.0073 -3.2444
C: -5.9456 -0.3690 -4.4025
C: -6.4699 -0.7398 -5.6195
C: -7.3621 -1.7579 -5.7546
C: -7.6807 -2.4414 -4.5515
C: -7.1773 -2.0776 -3.2903
C: -7.9844 -2.0724 -7.0785
C: -7.7205 -3.2126 -7.7824
C: -8.2728 -3.4419 -9.0259
N: -9.1141 -2.5004 -9.5674
C: -9.3307 -1.3113 -8.9513
C: -8.8379 -1.1430 -7.6651
C: -9.8438 -2.7715 -10.8085
H: -5.0469 -0.7062 -1.6997
H: -6.7084 -0.9078 -1.1463
H: -6.0687 0.6329 -1.9200
H: -5.3915 0.5493 -4.2755
H: -6.1703 -0.0963 -6.4335
H: -8.4420 -3.2072 -4.5685
H: -7.5711 -2.4839 -2.3704
H: -7.0702 -3.9153 -7.2827
H: -7.8281 -4.2109 -9.6402
H: -10.0241 -0.6474 -9.4459
H: -9.1141 -0.1992 -7.2186
H: -10.9260 -2.8582 -10.7112
H: -9.2608 -3.5509 -11.2991
H: -9.6075 -1.9564 -11.4925
C: 10.4105 5.8391 3.1646
N: 9.1264 5.9354 2.4932
C: 8.6426 4.8116 1.8754
C: 7.3838 4.8529 1.2397
C: 6.5891 6.0089 1.3174
C: 7.2151 7.1836 1.8491
C: 8.4753 7.1414 2.4122
C: 5.2963 6.1078 0.5898
C: 5.1880 6.0877 -0.8206
C: 3.9577 6.2824 -1.4475
N: 2.8258 6.3222 -0.6705
C: 2.8912 6.4595 0.7075
C: 4.0660 6.2018 1.3373
C: 1.5522 6.6894 -1.2954
H: 10.4279 6.5644 3.9782
H: 11.1155 6.0734 2.3671
H: 10.5096 4.8813 3.6753
H: 9.2390 3.9182 1.7640
H: 6.9481 3.9521 0.8334
H: 6.6001 8.0561 1.6846
H: 8.9373 7.9888 2.8968
H: 6.0312 5.8924 -1.4664
H: 3.8126 6.4020 -2.5110
H: 1.9815 6.6117 1.2694
H: 4.1680 6.3545 2.4016
H: 0.7737 6.1275 -0.7796
H: 1.6504 6.3780 -2.3354
H: 1.3442 7.7490 -1.1466
C: 5.5094 -4.0288 3.3924
N: 5.2224 -5.1762 2.5010
C: 5.3235 -5.0455 1.1332
C: 5.1599 -6.1893 0.3138
C: 4.7324 -7.3696 0.9085
C: 4.4566 -7.4440 2.2986
C: 4.8666 -6.3696 3.0858
C: 4.3865 -8.5480 0.0424
C: 5.2047 -9.0535 -0.9944
C: 4.6699 -10.1216 -1.7748
N: 3.4983 -10.6841 -1.4877
C: 2.6829 -10.2447 -0.4598
C: 3.1549 -9.1491 0.2695
C: 2.9369 -11.6823 -2.3899
H: 5.7704 -3.1871 2.7508
H: 6.3139 -4.2932 4.0786
H: 4.6167 -3.9006 4.0045
H: 5.7429 -4.1435 0.7127
H: 5.2954 -6.1000 -0.7539
H: 4.2059 -8.3574 2.8174
H: 4.7267 -6.4775 4.1513
H: 6.1417 -8.5309 -1.1181
H: 5.1123 -10.5828 -2.6454
H: 1.6724 -10.5943 -0.3082
H: 2.4562 -8.6346 0.9125
H: 2.6564 -11.1986 -3.3256
H: 2.1876 -12.2624 -1.8512
H: 3.6527 -12.4672 -2.6342
C: -7.2921 8.0827 0.1221
N: -6.3291 7.5459 1.0991
C: -5.2806 8.3268 1.5087
C: -4.2972 7.8680 2.3711
C: -4.3666 6.5792 2.8818
C: -5.4542 5.7768 2.4549
C: -6.3807 6.2409 1.5227
C: -3.3731 6.0882 3.8799
C: -1.9801 6.4239 3.7789
C: -0.9343 5.8772 4.5650
N: -1.3231 5.0053 5.5277
C: -2.6046 4.6959 5.7260
C: -3.6252 5.1879 4.9432
C: -0.4137 4.5123 6.5643
H: -7.9376 8.8385 0.5695
H: -7.9350 7.2962 -0.2730
H: -6.8019 8.3820 -0.8044
H: -5.3274 9.3252 1.0995
H: -3.5344 8.6061 2.5704
H: -5.6632 4.8190 2.9080
H: -7.2114 5.6757 1.1264
H: -1.6815 7.0706 2.9670
H: 0.1130 6.1343 4.6238
H: -2.8327 4.0902 6.5906
H: -4.6779 5.0489 5.1405
H: -0.3655 3.4236 6.5451
H: -0.8312 4.9768 7.4576
H: 0.6150 4.8063 6.3555
C: 3.3946 -2.3187 -0.8043
N: 2.4435 -1.2151 -0.7578
C: 1.6668 -1.0757 -1.8046
C: 0.6479 -0.1124 -1.7901
C: 0.5079 0.7545 -0.6427
C: 1.4912 0.7181 0.3772
C: 2.4042 -0.3508 0.2905
C: -0.5142 1.8369 -0.4897
C: -1.8419 1.5494 -0.9283
C: -2.8705 2.4945 -0.7209
N: -2.5966 3.6694 -0.1565
C: -1.3447 3.9211 0.2929
C: -0.2953 3.0339 0.1709
C: -3.6458 4.7142 0.0344
H: 4.3050 -1.9106 -1.2432
H: 2.8862 -3.1727 -1.2518
H: 3.5981 -2.6582 0.2112
H: 1.7297 -1.7759 -2.6245
H: -0.1243 -0.0891 -2.5448
H: 1.6353 1.3730 1.2239
H: 3.1207 -0.4886 1.0868
H: -2.0745 0.6364 -1.4562
H: -3.9076 2.3300 -0.9730
H: -1.1849 4.9216 0.6669
H: 0.5956 3.4389 0.6277
H: -3.5442 5.4664 -0.7478
H: -3.3877 5.2398 0.9538
H: -4.6077 4.2365 0.2205
C: 4.0121 -0.4063 4.9080
C: 5.1792 -0.3412 3.8923
N: 6.5008 -0.1317 4.4627
C: 7.1925 -1.0921 5.1462
C: 8.4649 -0.5659 5.3946
N: 8.4884 0.6922 4.9519
C: 7.3103 0.9158 4.2691
C: 9.6086 1.5161 4.8766
H: 3.1562 -0.5698 4.2531
H: 3.9398 0.4280 5.6058
H: 4.0424 -1.3309 5.4844
H: 4.7739 0.4467 3.2575
H: 5.1825 -1.2608 3.3072
H: 6.8435 -2.1061 5.2744
H: 9.4056 -0.9605 5.7494
H: 7.0054 1.8003 3.7295
H: 9.9891 1.7584 5.8688
H: 9.2915 2.4687 4.4520
H: 10.3375 1.0818 4.1923
C: 0.4959 -3.0760 1.4815
C: 1.7958 -3.5481 2.0728
O: 2.4769 -2.6533 2.5863
O: 2.1377 -4.7533 1.9196
H: 0.7226 -2.4164 0.6438
H: -0.0344 -2.5204 2.2550
H: -0.2188 -3.8206 1.1311
C: -7.1959 2.1983 2.2718
C: -5.8490 1.9934 1.7490
O: -4.8932 2.5491 2.3128
O: -5.7554 1.6527 0.5205
H: -7.8170 1.3251 2.0723
H: -7.6362 3.0325 1.7255
H: -7.2741 2.4620 3.3266
C: -5.9022 3.9136 -2.7162
C: -6.5015 5.2638 -2.4787
O: -5.7961 6.2034 -2.0025
O: -7.6804 5.5151 -2.8277
H: -5.7874 3.7930 -3.7934
H: -6.6118 3.1273 -2.4586
H: -4.9226 3.8067 -2.2503
C: 4.8464 1.9464 -0.5723
C: 5.6948 1.1371 0.4045
O: 5.7225 -0.0974 0.3941
O: 6.3382 1.7395 1.2380
H: 4.0927 2.4881 -0.0008
H: 4.3736 1.2187 -1.2319
H: 5.4371 2.6706 -1.1334
C: 4.4433 -1.5418 -4.8654
C: 4.7383 -1.6239 -6.3869
O: 3.8452 -2.0736 -7.2028
O: 5.8985 -1.2550 -6.7115
H: 3.4419 -1.1421 -4.7054
H: 5.1941 -0.9329 -4.3618
H: 4.4250 -2.6025 -4.6152
C: -1.5649 9.7930 0.3729
C: -0.8923 8.4422 0.8211
O: 0.1188 8.5039 1.5675
O: -1.4084 7.3460 0.4831
H: -1.8338 9.6723 -0.6765
H: -0.8408 10.6053 0.3105
H: -2.3627 10.0982 1.0501
C: 3.3122 2.8942 3.0151
C: 1.9594 3.5093 3.3964
O: 1.4700 4.4387 2.7660
O: 1.4936 3.1050 4.5048
H: 3.2850 1.9108 2.5457
H: 3.9484 2.6057 3.8517
H: 3.8617 3.5383 2.3287
C: -2.9935 -3.1644 -2.4196
C: -2.1140 -2.1340 -3.0508
O: -0.9382 -2.4533 -3.2603
O: -2.5645 -0.9530 -3.2064
H: -3.0464 -2.9240 -1.3577
H: -2.4734 -4.1209 -2.4709
H: -4.0399 -3.1580 -2.7246

Cartesian forces (eV/Å) of the 3 atoms listed first:
C 0.73 1.96 0.95
C -1.74 -1.01 -1.78
C 0.64 -0.09 0.32